Entry 1:
{"formula": "C42H106B5F20N10O6", "method": "wB97M-V/def2-TZVPD", "gap_ev": [1.5924, 5.5887], "charge": 2, "multiplicity": 2, "symbols": ["C", "C", "N", "C", "C", "N", "C", "C", "H", "H", "H", "H", "H", "H", "H", "H", "H", "H", "H", "C", "C", "N", "C", "C", "N", "C", "C", "H", "H", "H", "H", "H", "H", "H", "H", "H", "H", "H", "C", "N", "C", "C", "C", "C", "O", "H", "H", "H", "H", "H", "H", "H", "H", "H", "H", "H", "H", "H", "H", "C", "N", "C", "C", "C", "C", "O", "H", "H", "H", "H", "H", "H", "H", "H", "H", "H", "H", "H", "H", "H", "C", "N", "C", "C", "C", "C", "O", "H", "H", "H", "H", "H", "H", "H", "H", "H", "H", "H", "H", "H", "H", "C", "N", "C", "C", "C", "C", "O", "H", "H", "H", "H", "H", "H", "H", "H", "H", "H", "H", "H", "H", "H", "C", "N", "C", "C", "C", "C", "O", "H", "H", "H", "H", "H", "H", "H", "H", "H", "H", "H", "H", "H", "H", "C", "N", "C", "C", "C", "C", "O", "H", "H", "H", "H", "H", "H", "H", "H", "H", "H", "H", "H", "H", "H", "B", "F", "F", "F", "F", "B", "F", "F", "F", "F", "B", "F", "F", "F", "F", "B", "F", "F", "F", "F", "B", "F", "F", "F", "F"], "xyz": [[3.409, -0.967, 5.365], [4.716, -0.419, 5.817], [4.682, 0.091, 7.226], [3.625, 0.705, 7.887], [4.027, 0.947, 9.180], [5.314, 0.511, 9.309], [5.683, -0.083, 8.130], [6.134, 0.588, 10.539], [3.610, -1.079, 4.299], [2.521, -0.341, 5.455], [3.188, -1.914, 5.858], [4.907, 0.489, 5.245], [5.484, -1.192, 5.821], [2.637, 0.884, 7.490], [3.566, 1.603, 9.904], [6.577, -0.688, 8.086], [6.448, -0.394, 10.894], [5.610, 1.108, 11.341], [7.061, 1.142, 10.388], [-2.597, 0.574, -9.859], [-2.627, 0.131, -8.415], [-1.406, -0.564, -8.087], [-0.753, -1.526, -8.780], [0.397, -1.919, -8.122], [0.487, -1.105, -6.982], [-0.683, -0.306, -6.907], [1.473, -1.257, -5.997], [-2.727, -0.225, -10.589], [-1.599, 0.988, -9.998], [-3.318, 1.391, -9.892], [-3.429, -0.561, -8.158], [-2.712, 0.980, -7.736], [-1.099, -1.867, -9.745], [1.259, -2.534, -8.338], [-0.943, 0.482, -6.215], [2.082, -2.136, -6.209], [1.006, -1.386, -5.021], [2.074, -0.359, -5.853], [5.696, -6.502, 1.491], [5.255, -5.025, 1.702], [4.193, -4.595, 0.695], [4.682, -4.838, 3.135], [6.479, -4.030, 1.593], [7.094, -3.897, 0.153], [7.400, -5.164, -0.435], [5.930, -6.572, 0.429], [4.823, -7.063, 1.825], [6.577, -6.572, 2.130], [4.691, -4.565, -0.274], [3.770, -3.648, 1.031], [3.417, -5.357, 0.758], [4.070, -5.680, 3.459], [4.100, -3.918, 3.091], [5.470, -4.959, 3.879], [7.144, -4.166, 2.446], [5.925, -3.116, 1.809], [7.912, -3.176, 0.132], [6.506, -3.287, -0.533], [7.861, -5.100, -1.275], [-3.465, 4.112, 5.318], [-1.988, 3.785, 5.354], [-1.400, 3.282, 3.991], [-1.181, 5.097, 5.651], [-1.871, 2.711, 6.411], [-0.460, 2.435, 6.921], [0.318, 1.593, 6.055], [-4.027, 3.192, 5.158], [-3.608, 4.744, 4.441], [-3.780, 4.602, 6.240], [-0.315, 3.188, 4.033], [-1.537, 4.065, 3.245], [-1.865, 2.339, 3.704], [-0.144, 4.804, 5.818], [-1.537, 5.547, 6.578], [-1.296, 5.719, 4.764], [-2.329, 1.800, 6.027], [-2.463, 2.910, 7.304], [-0.414, 1.832, 7.828], [0.051, 3.336, 7.260], [1.173, 2.001, 5.898], [-6.491, 1.888, 0.001], [-5.129, 2.680, 0.139], [-4.769, 2.991, 1.552], [-4.030, 1.717, -0.280], [-5.050, 3.979, -0.707], [-5.748, 5.219, -0.151], [-7.126, 4.946, 0.058], [-6.292, 0.954, 0.526], [-6.739, 1.686, -1.041], [-7.251, 2.571, 0.379], [-4.798, 2.026, 2.059], [-5.480, 3.643, 2.060], [-3.763, 3.404, 1.481], [-4.268, 1.533, -1.328], [-4.163, 0.844, 0.358], [-3.050, 2.175, -0.144], [-5.587, 3.726, -1.622], [-3.998, 4.234, -0.832], [-5.494, 6.091, -0.754], [-5.409, 5.488, 0.850], [-7.665, 5.677, -0.254], [0.391, 5.823, -2.809], [-0.647, 5.190, -3.749], [-2.001, 5.011, -2.998], [-0.821, 6.118, -4.959], [-0.376, 3.824, -4.285], [0.963, 3.668, -5.053], [2.089, 3.804, -4.214], [-0.027, 6.662, -2.253], [1.299, 5.991, -3.388], [0.590, 5.039, -2.078], [-2.648, 4.447, -3.670], [-2.278, 6.031, -2.734], [-1.792, 4.376, -2.137], [-1.659, 5.677, -5.499], [0.123, 6.215, -5.494], [-1.247, 7.052, -4.590], [-1.256, 3.437, -4.799], [-0.225, 3.333, -3.324], [0.979, 4.327, -5.920], [1.024, 2.621, -5.350], [2.832, 3.489, -4.735], [0.178, 0.998, 1.359], [0.854, -0.340, 1.026], [2.103, -0.566, 1.897], [-0.160, -1.461, 1.321], [1.319, -0.473, -0.447], [0.520, 0.212, -1.558], [-0.743, -0.254, -1.601], [0.132, 0.924, 2.446], [-0.699, 1.047, 0.714], [0.854, 1.810, 1.090], [2.569, -1.521, 1.655], [1.721, -0.693, 2.910], [2.799, 0.272, 1.937], [-0.970, -1.389, 0.595], [-0.651, -1.402, 2.292], [0.420, -2.383, 1.367], [1.294, -1.533, -0.701], [2.374, -0.200, -0.450], [1.039, -0.097, -2.466], [0.513, 1.298, -1.464], [-1.201, 0.070, -2.381], [-4.595, -4.348, -4.201], [-3.294, -3.593, -3.856], [-2.964, -2.711, -5.089], [-3.564, -2.660, -2.626], [-2.061, -4.515, -3.689], [-2.005, -5.369, -2.394], [-1.406, -4.546, -1.444], [-4.657, -4.621, -5.254], [-5.474, -3.722, -4.044], [-4.805, -5.217, -3.577], [-2.148, -2.019, -4.879], [-3.844, -2.094, -5.270], [-2.747, -3.372, -5.929], [-4.383, -1.969, -2.827], [-2.612, -2.186, -2.385], [-3.730, -3.335, -1.786], [-1.253, -3.797, -3.827], [-2.222, -5.175, -4.542], [-1.409, -6.281, -2.383], [-2.989, -5.727, -2.090], [-0.466, -4.631, -1.619], [-2.453, 0.976, -4.042], [-2.443, 1.803, -2.903], [-1.187, 0.375, -4.132], [-3.465, 0.053, -3.912], [-2.711, 1.690, -5.190], [0.520, -4.356, 3.671], [-0.783, -4.110, 3.346], [1.308, -4.422, 2.535], [1.039, -3.316, 4.522], [0.503, -5.572, 4.319], [5.348, -0.624, 0.394], [6.714, -0.729, 0.209], [4.705, -1.416, -0.512], [5.070, -1.017, 1.662], [4.940, 0.670, 0.251], [-4.132, -0.518, 3.174], [-5.338, -0.498, 2.500], [-3.993, -1.677, 3.910], [-3.057, -0.238, 2.364], [-4.288, 0.567, 4.048], [1.602, -4.251, -2.608], [1.562, -3.953, -1.248], [2.891, -4.518, -2.935], [0.954, -5.454, -2.891], [1.102, -3.153, -3.236]], "lowdin_spin": [0.000, 0.000, 0.000, 0.000, 0.000, 0.000, 0.000, 0.000, 0.000, 0.000, 0.000, 0.000, 0.000, 0.000, 0.000, 0.000, 0.000, 0.000, 0.000, 0.003, 0.014, 0.176, 0.007, 0.034, 0.196, 0.361, 0.024, 0.000, 0.002, 0.001, 0.008, 0.007, 0.003, 0.005, 0.052, 0.000, 0.008, 0.013, 0.000, 0.000, 0.000, 0.000, 0.000, 0.000, 0.000, 0.000, 0.000, 0.000, 0.000, 0.000, 0.000, 0.000, 0.000, 0.000, 0.000, 0.000, 0.000, 0.000, 0.000, 0.000, 0.000, 0.000, 0.000, 0.000, 0.000, 0.000, 0.000, 0.000, 0.000, 0.000, 0.000, 0.000, 0.000, 0.000, 0.000, 0.000, 0.000, 0.000, 0.000, 0.000, 0.000, 0.000, 0.000, 0.000, 0.000, 0.000, 0.000, 0.000, 0.000, 0.000, 0.000, 0.000, 0.000, 0.000, 0.000, 0.000, 0.000, 0.000, 0.000, 0.000, 0.000, 0.000, 0.000, 0.000, 0.001, 0.002, 0.011, 0.003, 0.000, 0.000, 0.000, 0.000, 0.000, 0.000, 0.001, 0.000, 0.000, 0.001, 0.000, 0.002, 0.009, 0.001, 0.000, 0.000, 0.000, 0.000, 0.000, 0.000, 0.000, 0.000, 0.000, 0.000, 0.000, 0.000, 0.000, 0.000, 0.000, 0.000, 0.000, 0.000, 0.000, 0.000, 0.000, 0.001, 0.002, 0.010, 0.000, 0.000, 0.000, 0.000, 0.000, 0.000, 0.000, 0.010, 0.002, 0.004, 0.000, 0.000, 0.000, 0.000, 0.000, 0.000, 0.000, 0.000, 0.004, 0.000, 0.010, 0.001, 0.006, 0.000, 0.000, 0.000, 0.000, 0.000, 0.000, 0.000, 0.000, 0.000, 0.000, 0.000, 0.000, 0.000, 0.000, 0.000, 0.000, 0.000, 0.000, 0.000, 0.001]}

***

Entry 2:
{"formula": "C42H108CrF4MnN8O13", "method": "wB97M-V/def2-TZVPD", "gap_ev": [7.8016, 8.4870], "charge": 1, "multiplicity": 9, "symbols": ["Mn", "Cr", "F", "F", "F", "F", "C", "O", "C", "C", "N", "C", "C", "O", "C", "H", "H", "H", "H", "H", "H", "H", "H", "H", "H", "H", "H", "H", "H", "H", "C", "O", "C", "C", "N", "C", "C", "O", "C", "H", "H", "H", "H", "H", "H", "H", "H", "H", "H", "H", "H", "H", "H", "H", "C", "O", "C", "C", "N", "C", "C", "O", "C", "H", "H", "H", "H", "H", "H", "H", "H", "H", "H", "H", "H", "H", "H", "H", "C", "O", "C", "C", "N", "C", "C", "O", "C", "H", "H", "H", "H", "H", "H", "H", "H", "H", "H", "H", "H", "H", "H", "H", "C", "O", "C", "C", "N", "C", "C", "O", "C", "H", "H", "H", "H", "H", "H", "H", "H", "H", "H", "H", "H", "H", "H", "H", "C", "C", "C", "O", "C", "N", "H", "H", "H", "H", "H", "H", "H", "H", "H", "H", "H", "C", "C", "C", "O", "C", "N", "H", "H", "H", "H", "H", "H", "H", "H", "H", "H", "H", "C", "C", "C", "O", "C", "N", "H", "H", "H", "H", "H", "H", "H", "H", "H", "H", "H"], "xyz": [[0.220, 2.464, -3.048], [-2.509, 0.155, -0.998], [-0.317, 3.712, -1.194], [-1.550, 1.363, -2.658], [-0.578, -0.344, -0.410], [-2.983, -1.443, -2.125], [2.218, -2.052, -5.254], [1.262, -0.988, -5.593], [-0.067, -1.011, -5.143], [-0.618, 0.366, -5.365], [0.425, 1.424, -4.974], [0.411, 2.590, -5.848], [-0.812, 3.343, -5.891], [-0.960, 3.740, -4.564], [-2.306, 4.240, -4.373], [2.501, -2.234, -4.218], [3.111, -1.829, -5.838], [1.770, -2.998, -5.558], [-0.045, -1.129, -4.060], [-0.662, -1.734, -5.701], [-1.558, 0.479, -4.825], [-0.834, 0.487, -6.426], [1.242, 0.945, -5.323], [0.515, 2.230, -6.872], [1.224, 3.269, -5.593], [-1.563, 2.708, -6.361], [-0.625, 4.125, -6.627], [-2.980, 3.386, -4.427], [-2.550, 4.883, -5.218], [-2.430, 4.778, -3.433], [-5.553, 0.741, -1.874], [-4.284, 1.136, -1.372], [-4.208, 2.527, -1.108], [-3.337, 2.831, 0.162], [-2.117, 2.049, 0.096], [-1.466, 1.992, 1.424], [-2.359, 2.092, 2.722], [-3.056, 0.758, 2.923], [-3.282, 0.499, 4.291], [-6.449, 1.127, -1.388], [-5.730, -0.330, -1.973], [-5.554, 1.037, -2.923], [-5.139, 3.077, -1.251], [-3.618, 2.946, -1.923], [-4.074, 2.517, 0.902], [-2.993, 3.857, 0.299], [-1.510, 2.726, -0.343], [-0.895, 2.915, 1.520], [-0.674, 1.249, 1.524], [-2.867, 3.056, 2.701], [-1.571, 2.101, 3.476], [-3.666, 1.379, 4.807], [-2.379, 0.151, 4.793], [-4.063, -0.242, 4.120], [3.560, 4.187, 0.016], [2.287, 4.931, -0.067], [1.570, 4.921, 1.233], [0.477, 6.074, 1.361], [0.022, 6.591, 0.069], [-1.405, 6.459, -0.274], [-1.613, 7.227, -1.575], [-1.136, 6.523, -2.643], [-0.989, 7.246, -3.937], [4.036, 3.939, -0.933], [3.387, 3.241, 0.529], [4.281, 4.797, 0.560], [2.274, 4.958, 2.064], [1.117, 3.939, 1.373], [1.008, 6.927, 1.782], [-0.278, 5.731, 2.069], [0.334, 7.540, 0.214], [-1.947, 6.933, 0.545], [-1.841, 5.495, -0.536], [-1.093, 8.180, -1.472], [-2.626, 7.585, -1.758], [-1.933, 7.386, -4.464], [-0.402, 6.677, -4.657], [-0.442, 8.188, -3.956], [6.235, -7.923, 0.571], [5.877, -6.487, 0.305], [4.706, -6.181, 1.046], [4.432, -4.711, 0.699], [3.536, -4.023, 1.631], [2.126, -4.524, 1.453], [1.217, -4.380, 2.736], [1.393, -5.497, 3.647], [2.671, -5.530, 4.358], [6.333, -8.109, 1.641], [7.245, -8.140, 0.223], [5.465, -8.601, 0.204], [4.905, -6.267, 2.114], [3.804, -6.790, 0.976], [4.025, -4.578, -0.303], [5.381, -4.182, 0.618], [3.637, -3.049, 1.384], [2.181, -5.600, 1.287], [1.764, -4.047, 0.542], [0.186, -4.233, 2.415], [1.465, -3.471, 3.284], [3.073, -4.555, 4.635], [3.400, -5.980, 3.684], [2.634, -6.179, 5.232], [0.103, 5.307, 5.663], [-0.156, 3.972, 5.829], [0.893, 3.113, 5.360], [0.483, 1.671, 5.725], [1.169, 0.656, 4.895], [0.802, -0.777, 5.205], [1.941, -1.635, 5.628], [3.069, -1.724, 4.596], [4.324, -2.102, 5.145], [-0.872, 5.778, 5.534], [0.652, 5.645, 4.784], [0.531, 5.649, 6.605], [1.784, 3.293, 5.961], [1.245, 3.399, 4.369], [-0.581, 1.512, 5.554], [0.431, 1.560, 6.808], [2.174, 0.757, 4.911], [0.454, -1.273, 4.299], [0.095, -0.783, 6.035], [1.624, -2.628, 5.947], [2.309, -1.277, 6.590], [4.073, -2.893, 5.852], [4.868, -1.283, 5.615], [5.002, -2.617, 4.465], [3.557, 1.015, -3.086], [2.401, 0.200, -2.367], [2.915, -0.591, -1.101], [3.152, 0.290, 0.018], [2.565, -0.119, 1.205], [1.370, 1.147, -1.908], [3.506, 1.217, -4.156], [4.454, 0.408, -2.962], [3.795, 1.954, -2.588], [1.900, -0.368, -3.151], [3.872, -1.074, -1.294], [2.200, -1.396, -0.929], [3.087, 0.361, 2.033], [2.702, -1.200, 1.180], [1.541, 0.240, 1.307], [1.893, 1.500, -1.120], [0.753, 0.551, -1.374], [-2.194, -2.547, 1.296], [-3.545, -1.948, 0.837], [-4.717, -2.212, 1.906], [-5.816, -1.400, 1.640], [-6.709, -1.027, 2.684], [-3.441, -0.451, 0.698], [-1.563, -2.051, 2.033], [-1.572, -2.745, 0.423], [-2.420, -3.478, 1.816], [-3.805, -2.444, -0.097], [-4.417, -2.014, 2.935], [-5.031, -3.245, 1.753], [-6.122, -0.865, 3.588], [-7.434, -1.840, 2.725], [-7.267, -0.113, 2.481], [-4.445, -0.368, 0.767], [-3.172, -0.093, 1.604], [-2.005, -5.587, -1.704], [-1.435, -4.580, -2.732], [-0.559, -5.109, -3.841], [0.302, -6.141, -3.216], [1.444, -6.455, -3.956], [-2.427, -3.842, -3.412], [-1.249, -5.892, -0.980], [-2.552, -6.342, -2.268], [-2.809, -5.113, -1.140], [-0.896, -3.778, -2.228], [-0.173, -4.191, -4.283], [-1.012, -5.542, -4.733], [2.239, -6.999, -3.446], [1.953, -5.505, -4.122], [1.151, -6.917, -4.899], [-2.019, -3.189, -4.066], [-2.813, -3.175, -2.759]], "lowdin_spin": [4.727, 2.960, 0.048, 0.068, 0.018, 0.038, 0.000, 0.000, 0.000, 0.004, 0.038, 0.011, 0.002, 0.032, 0.002, 0.000, 0.000, 0.000, 0.000, 0.000, 0.000, 0.001, 0.003, 0.002, 0.004, 0.000, 0.001, 0.000, 0.001, 0.000, 0.002, 0.013, 0.001, 0.000, -0.025, 0.000, 0.000, 0.000, 0.000, 0.000, 0.000, 0.001, 0.000, 0.000, 0.000, -0.001, 0.000, -0.001, -0.001, 0.000, 0.000, 0.000, 0.000, 0.000, 0.000, 0.000, 0.000, 0.000, 0.000, 0.000, 0.000, 0.000, 0.000, 0.000, 0.000, 0.000, 0.000, 0.000, 0.000, 0.000, 0.000, 0.000, 0.000, 0.000, 0.000, 0.000, 0.000, 0.000, 0.000, 0.000, 0.000, 0.000, 0.000, 0.000, 0.000, 0.000, 0.000, 0.000, 0.000, 0.000, 0.000, 0.000, 0.000, 0.000, 0.000, 0.000, 0.000, 0.000, 0.000, 0.000, 0.000, 0.000, 0.000, 0.000, 0.000, 0.000, 0.000, 0.000, 0.000, 0.000, 0.000, 0.000, 0.000, 0.000, 0.000, 0.000, 0.000, 0.000, 0.000, 0.000, 0.000, 0.000, 0.000, 0.000, 0.000, 0.000, 0.003, 0.007, 0.002, 0.001, 0.000, 0.040, 0.001, 0.000, 0.001, 0.000, 0.000, 0.000, 0.000, 0.000, 0.000, 0.005, 0.003, 0.000, 0.005, -0.001, 0.001, 0.000, -0.021, 0.000, 0.000, 0.000, 0.000, 0.000, 0.000, 0.000, 0.000, 0.000, 0.002, 0.001, 0.000, 0.000, 0.000, 0.000, 0.000, 0.000, 0.000, 0.000, 0.000, 0.000, 0.000, 0.000, 0.000, 0.000, 0.000, 0.000, 0.000]}